{"formula": "C33H31BrCuF4N4O5", "method": "the ωB97M-V functional and the def2-TZVPD basis", "e_above_lowest_kcal_mol": 5.8, "homo_lumo_gap_ev": [8.068, 6.700], "spin_multiplicity": 2, "e_lumo_ev": [-0.02, -1.38], "molar_mass_g_mol": 783.1, "species": ["Cu", "C", "C", "N", "C", "C", "C", "C", "N", "C", "C", "F", "C", "F", "C", "C", "F", "C", "F", "H", "H", "H", "H", "H", "H", "H", "H", "H", "H", "H", "H", "H", "H", "H", "C", "O", "C", "C", "C", "Br", "C", "C", "C", "O", "C", "N", "C", "C", "C", "C", "C", "C", "N", "H", "H", "H", "H", "H", "H", "H", "H", "H", "H", "H", "O", "C", "C", "C", "C", "C", "C", "C", "O", "O", "H", "H", "H", "H", "H"], "positions_angstrom": [[-0.272, 0.631, 0.556], [-3.352, -0.184, -0.523], [-2.877, -1.192, 0.512], [-1.938, -0.660, 1.518], [-1.386, -1.804, 2.272], [-0.405, -1.426, 3.368], [-2.612, 0.306, 2.413], [-1.746, 1.540, 2.656], [-1.297, 1.992, 1.354], [-0.935, 3.307, 1.180], [-1.037, 3.848, -0.111], [-1.501, 3.081, -1.110], [-0.665, 5.146, -0.389], [-0.776, 5.595, -1.651], [-0.185, 5.980, 0.599], [-0.091, 5.469, 1.880], [0.383, 6.243, 2.865], [-0.452, 4.169, 2.171], [-0.298, 3.724, 3.424], [-4.024, -0.683, -1.226], [-2.520, 0.254, -1.076], [-3.906, 0.642, -0.082], [-2.367, -2.019, 0.009], [-3.744, -1.640, 1.020], [-0.882, -2.450, 1.548], [-2.215, -2.389, 2.696], [0.438, -0.865, 2.965], [-0.023, -2.338, 3.828], [-0.878, -0.842, 4.156], [-2.888, -0.175, 3.357], [-3.534, 0.636, 1.939], [-0.908, 1.300, 3.318], [-2.341, 2.307, 3.161], [0.108, 6.997, 0.381], [1.743, 2.855, -1.548], [0.996, 1.638, -1.467], [0.975, 0.849, -2.559], [1.554, 1.161, -3.780], [1.485, 0.244, -4.821], [2.304, 0.683, -6.467], [0.831, -0.961, -4.690], [0.220, -1.265, -3.474], [0.321, -0.376, -2.416], [-0.234, -0.659, -1.175], [-0.529, -2.526, -3.343], [-0.184, -3.662, -3.873], [-1.200, -4.545, -3.530], [-1.343, -5.898, -3.833], [-2.468, -6.546, -3.366], [-3.440, -5.874, -2.608], [-3.311, -4.536, -2.291], [-2.174, -3.892, -2.766], [-1.710, -2.596, -2.634], [2.776, 2.644, -1.832], [1.728, 3.271, -0.547], [1.283, 3.533, -2.270], [2.064, 2.100, -3.926], [0.772, -1.669, -5.503], [-0.202, -1.613, -1.023], [-0.591, -6.411, -4.418], [-2.610, -7.596, -3.586], [-4.310, -6.418, -2.264], [-4.061, -4.019, -1.706], [-2.240, -1.801, -2.315], [4.142, 2.960, 2.789], [4.391, 1.645, 2.885], [5.558, 1.235, 3.534], [5.848, -0.108, 3.655], [4.990, -1.075, 3.133], [3.836, -0.671, 2.492], [3.520, 0.681, 2.356], [2.273, 1.108, 1.665], [2.010, 2.325, 1.572], [1.493, 0.182, 1.255], [3.277, 3.036, 2.316], [6.214, 1.996, 3.935], [6.756, -0.411, 4.162], [5.225, -2.127, 3.229], [3.150, -1.395, 2.074]]}